[1]
{
  "formula": "C19H29Cl2NO2Pd",
  "method": "ωB97M-V with the def2-TZVPD basis set",
  "elements": ["C", "C", "C", "C", "C", "C", "C", "C", "C", "C", "Pd", "Cl", "Cl", "O", "H", "H", "H", "H", "H", "H", "H", "H", "H", "H", "H", "H", "H", "H", "H", "H", "O", "H", "C", "N", "C", "C", "C", "C", "C", "C", "C", "C", "H", "H", "H", "H", "H", "H", "H", "H", "H", "H", "H", "H"],
  "positions_angstrom": [[-0.39382, -1.25088, -2.40305], [0.44146, -0.11036, -2.73250], [-0.39492, 1.02874, -2.82917], [1.89321, -0.12173, -2.98455], [-1.75500, 0.61140, -2.69573], [-1.76765, -0.79571, -2.44755], [-2.95306, -1.65496, -2.37646], [0.02395, -2.65543, -2.42188], [0.07674, 2.41493, -3.03813], [-2.92974, 1.49544, -2.78132], [-0.58597, -0.36101, -0.06037], [3.77089, 1.27402, 0.33318], [1.70099, -1.05274, -0.05595], [-2.48999, 0.37301, -0.13245], [2.31884, -1.06842, -2.65054], [2.40758, 0.65757, -2.40548], [2.12004, 0.01782, -4.04921], [1.03671, 2.57467, -2.52534], [-0.64199, 3.14118, -2.63456], [0.22144, 2.65477, -4.10377], [-2.77098, 2.44531, -2.25353], [-3.80311, 1.00497, -2.34230], [-3.14704, 1.73111, -3.83194], [-3.78018, -1.15461, -1.85785], [-2.73217, -2.59456, -1.86150], [-3.26432, -1.86716, -3.40802], [0.98761, -2.77771, -1.91766], [0.11173, -2.98270, -3.46631], [-0.71447, -3.27907, -1.91326], [-2.54400, 1.11441, 0.48166], [-1.47526, -2.06882, 0.39890], [-2.29908, -1.65339, 0.72984], [2.15706, -2.69532, 3.21216], [1.80404, -1.30038, 3.16065], [2.79562, -0.40452, 3.68131], [0.43750, -0.96533, 2.94658], [0.18663, 0.49155, 2.69020], [0.29984, 1.41383, 3.73971], [0.17696, 2.78624, 3.50281], [-0.11571, 3.26494, 2.21579], [-0.27323, 2.34483, 1.15939], [-0.11843, 1.00501, 1.44240], [3.23214, -2.81629, 3.01047], [1.55678, -3.28154, 2.50127], [1.95265, -3.08882, 4.23723], [2.79168, 0.57302, 3.19646], [2.64906, -0.28607, 4.77767], [3.78997, -0.85760, 3.52519], [0.05441, -1.57441, 2.11462], [-0.11509, -1.21734, 3.87933], [0.50807, 1.04038, 4.75838], [0.26899, 3.48779, 4.32865], [-0.23455, 4.33455, 2.02931], [-0.47282, 2.65541, 0.12717]],
  "forces_ev_per_a": [[-2.4, 1.3, -0.7], [-0.9, 0.3, 0.0], [-1.4, -0.7, -0.1], [0.5, -0.2, 0.2], [2.2, 1.3, -0.2], [3.0, -1.4, 0.2], [-0.5, -0.2, 0.0], [0.3, -0.6, 0.0], [0.3, 0.6, 0.0], [-0.5, 0.1, 0.0], [1.1, -0.9, -0.8], [0.6, 0.6, 0.0], [0.3, -0.9, 0.0], [-1.9, 0.8, 0.2], [0.0, 0.1, -0.1], [-0.1, -0.1, 0.0], [-0.1, 0.1, 0.0], [-0.2, 0.0, -0.1], [0.1, -0.1, -0.1], [0.0, 0.0, 0.1], [0.0, -0.2, -0.1], [0.1, 0.2, 0.0], [-0.1, 0.1, 0.0], [0.2, -0.1, 0.0], [-0.1, 0.2, -0.1], [-0.2, -0.2, 0.0], [-0.2, 0.0, 0.0], [0.1, -0.2, 0.0], [0.1, 0.0, 0.0], [0.0, -0.1, 0.0], [-0.9, -0.3, 0.6], [0.3, -0.3, -0.3], [-0.6, 0.6, 0.4], [1.6, -0.5, -1.1], [-0.2, -0.3, 0.3], [-0.3, -0.3, 0.6], [0.2, 1.1, 0.5], [0.0, 0.0, 0.2], [-0.4, 0.0, -0.3], [0.0, -0.4, -0.3], [0.2, 0.7, 1.0], [0.0, -0.4, -0.3], [-0.4, -0.1, -0.1], [0.2, 0.2, 0.1], [0.1, -0.3, -0.1], [0.0, -0.1, -0.1], [0.3, 0.3, 0.1], [-0.4, 0.3, 0.0], [0.0, 0.1, 0.4], [-0.4, -0.1, -0.1], [-0.1, 0.3, -0.5], [0.0, -0.1, -0.1], [0.1, -0.2, 0.1], [0.0, 0.1, 0.4]],
  "lowdin_spin": [0.09, 0.29, 0.04, 0.04, 0.27, 0.22, 0.03, 0.00, -0.01, 0.04, 1.62, 0.01, 0.22, 0.18, 0.00, 0.01, 0.02, 0.00, 0.00, 0.00, 0.01, 0.00, 0.01, 0.00, 0.00, 0.01, 0.00, 0.00, 0.00, 0.01, 0.43, 0.01, 0.00, 0.00, 0.00, 0.00, 0.04, 0.01, -0.01, 0.01, 0.05, 0.29, 0.00, 0.00, 0.00, 0.00, 0.00, 0.00, 0.00, 0.00, 0.00, 0.00, 0.00, 0.01],
  "charge": -2,
  "lumo_ev": [5.10, 4.26],
  "gap_ev": [5.1, 4.8],
  "multiplicity": 5,
  "energy_ev": -54278.662,
  "s_squared": 6.03
}

[2]
{
  "formula": "C19H29Cl3O16S",
  "method": "ωB97M-V with the def2-TZVPD basis set",
  "elements": ["C", "C", "C", "O", "C", "O", "O", "H", "H", "H", "H", "H", "H", "C", "C", "C", "O", "C", "O", "O", "H", "H", "H", "H", "H", "H", "C", "C", "C", "O", "C", "O", "O", "H", "H", "H", "H", "H", "H", "C", "C", "C", "O", "C", "O", "O", "H", "H", "H", "H", "H", "H", "O", "S", "O", "O", "C", "C", "O", "H", "H", "H", "H", "Cl", "C", "Cl", "Cl", "H"],
  "positions_angstrom": [[0.23371, -1.47645, -4.19552], [-0.42323, -2.64348, -4.89976], [-1.48524, -3.34291, -4.02905], [-2.73430, -2.92773, -4.58328], [-2.52681, -2.14234, -5.65989], [-3.38249, -1.56071, -6.24294], [-1.23616, -2.12821, -5.99356], [-0.42454, -0.61661, -4.07550], [1.13244, -1.15649, -4.72625], [0.56499, -1.77247, -3.19749], [0.30183, -3.31384, -5.34659], [-1.43835, -3.00004, -2.99346], [-1.43417, -4.43135, -4.00849], [0.75913, -0.70662, 7.11326], [-0.11202, -0.41245, 5.91463], [0.66733, 0.00433, 4.64895], [0.04854, -0.74273, 3.61620], [-0.82594, -1.63827, 4.14733], [-1.53563, -2.32794, 3.50425], [-0.74195, -1.62737, 5.48841], [0.24356, -1.31387, 7.85338], [1.00938, 0.23520, 7.60902], [1.67341, -1.19991, 6.78989], [-0.84800, 0.36323, 6.13786], [1.72295, -0.26621, 4.70880], [0.57786, 1.07461, 4.47698], [4.28910, -2.72621, 1.10033], [4.34325, -1.53037, 0.15798], [5.72125, -0.86452, 0.01076], [5.82256, -0.59246, -1.36580], [4.96886, -1.40752, -2.03653], [4.97168, -1.58510, -3.19913], [4.10281, -1.98964, -1.18376], [4.07360, -2.37882, 2.11123], [5.24683, -3.24758, 1.11789], [3.51149, -3.40115, 0.75343], [3.60697, -0.79531, 0.47799], [6.51099, -1.52558, 0.39003], [5.82730, 0.04195, 0.60766], [-4.26087, 2.77335, -3.68325], [-2.93421, 2.19326, -3.30973], [-2.20235, 3.00345, -2.22373], [-1.70980, 1.99225, -1.32633], [-2.18229, 0.77888, -1.69780], [-1.84036, -0.24558, -1.19536], [-3.09244, 0.90173, -2.68704], [-4.89588, 2.84874, -2.79577], [-4.79476, 2.23956, -4.46632], [-4.15459, 3.78651, -4.08673], [-2.32948, 2.07202, -4.20958], [-2.88773, 3.61786, -1.64035], [-1.40093, 3.59327, -2.65852], [-2.27409, 4.52995, 2.63071], [-1.16450, 3.65973, 2.52994], [0.14652, 4.15013, 2.61897], [-1.32578, 2.46055, 3.56613], [-2.35235, 1.58679, 3.06215], [-2.25188, 1.69144, 1.53377], [-1.33516, 2.75769, 1.22985], [-2.05203, 0.58065, 3.35057], [-3.32676, 1.82659, 3.47353], [-3.23335, 1.83990, 1.06397], [-1.90016, 0.82270, 0.97146], [0.95896, -0.27382, 0.70642], [1.30022, 1.21025, -0.19666], [1.44441, 0.81089, -1.90406], [2.79536, 1.97878, 0.37098], [0.47329, 1.88546, -0.02646]],
  "forces_ev_per_a": [[0.8, -0.1, 0.2], [-0.9, 0.5, -0.1], [0.1, 0.0, 0.3], [0.0, 0.0, 0.2], [-0.2, -0.2, 0.1], [-0.3, 0.1, -0.2], [0.8, 0.0, 0.0], [-0.2, -0.1, -0.1], [-0.1, 0.1, -0.1], [0.0, -0.1, 0.0], [0.0, -0.1, 0.1], [0.0, 0.1, -0.1], [0.0, 0.0, -0.3], [0.0, 0.5, 0.1], [0.8, -0.1, -0.1], [0.2, 0.1, 0.7], [-0.4, 0.1, -0.2], [0.6, 0.3, 0.1], [-0.3, -0.4, -0.3], [-0.5, 0.2, 0.1], [-0.1, -0.1, -0.1], [0.2, -0.1, -0.1], [0.0, -0.1, 0.1], [-0.3, -0.3, 0.1], [0.0, -0.1, 0.0], [0.0, -0.1, -0.3], [0.3, 0.5, -0.1], [0.5, -0.3, 0.4], [-0.2, -0.1, 1.3], [0.3, -0.1, -0.3], [-0.2, 0.1, 0.8], [0.1, 0.0, -1.1], [-0.1, 0.2, 0.2], [-0.1, -0.1, 0.0], [-0.1, -0.1, -0.1], [-0.1, -0.1, 0.2], [-0.2, 0.0, -0.5], [0.1, -0.1, -0.6], [-0.2, 0.2, -0.3], [-0.7, 0.6, 0.0], [-0.1, 0.2, 0.1], [-0.5, -0.5, 0.0], [0.4, 0.0, -0.6], [-0.1, 0.0, -0.3], [-0.2, 0.1, 0.1], [0.4, 0.0, 0.0], [0.0, -0.1, -0.1], [0.1, -0.4, 0.1], [0.3, 0.0, 0.2], [0.2, -0.2, 0.1], [0.0, 0.2, -0.2], [0.2, 0.0, 0.3], [-0.5, 0.3, 0.1], [-0.4, -0.5, 0.0], [0.9, 0.2, -0.1], [-0.2, 0.2, 0.0], [0.7, -0.9, -0.2], [-0.9, -0.5, -1.3], [0.1, 0.3, 0.5], [-0.2, 0.1, 0.2], [0.0, 0.3, -0.1], [0.1, 0.7, 0.3], [0.5, -0.1, 0.8], [0.0, 0.2, 0.1], [0.2, -0.4, 0.1], [0.0, 0.2, -0.2], [-0.2, 0.0, 0.1], [0.0, 0.1, -0.2]],
  "mulliken_charge": [-1.08, 0.36, -0.31, -0.35, 0.67, -0.55, -0.38, 0.06, 0.42, 0.37, 0.34, 0.18, 0.27, -1.44, 0.55, -0.52, 0.02, 0.42, -0.53, -0.40, 0.35, 0.37, 0.36, 0.24, 0.40, 0.21, -1.46, 1.36, -0.45, -0.33, 0.61, -0.53, -0.34, 0.35, 0.39, 0.33, -0.51, 0.25, 0.33, -1.62, 0.58, -0.56, 0.19, 0.48, -0.51, -0.40, 0.37, 0.37, 0.40, 0.26, 0.34, 0.28, -0.61, 0.95, -0.55, -0.30, 0.08, -0.12, -0.27, -0.16, 0.29, 0.19, 0.22, -0.13, 0.65, -0.11, -0.16, -0.21],
  "charge": 0,
  "lumo_ev": 0.30,
  "gap_ev": 11.0,
  "energy_ev": -101336.078
}

Which formula does entry 1 have?
C19H29Cl2NO2Pd